Version A
16
Properties=species:S:1:pos:R:3 method="wB97M-V/def2-TZVPD" e_homo_ev=-14.8 gap_ev=11.663 spin_multiplicity=1 total_charge=+1
N -0.208 2.578 -0.592
C -0.632 1.306 -0.387
N -1.163 1.018 0.855
O -0.594 0.463 -1.295
H 0.404 2.663 -1.395
H 0.136 3.078 0.217
H -1.542 1.818 1.352
H -1.966 0.408 0.724
C 1.302 -1.479 0.550
N 0.158 -1.886 -0.386
H 0.861 -1.009 1.421
H 1.856 -2.368 0.832
H 1.864 -0.837 -0.135
H -0.324 -1.006 -0.792
H -0.533 -2.303 0.235
H 0.382 -2.443 -1.204

---

Version B
16
Properties=species:S:1:pos:R:3 method="wB97M-V/def2-TZVPD" e_homo_ev=-14.7 gap_ev=11.338 spin_multiplicity=1 total_charge=+1
C 1.047 1.468 -1.833
N 0.768 1.416 -0.397
C 0.202 0.243 0.157
N 0.695 -0.061 1.276
N -0.508 -0.535 -0.642
H 0.098 1.550 -2.345
H 1.786 0.910 -2.475
H 1.288 2.667 -2.025
H 1.424 2.011 -0.003
H 0.173 -0.504 2.022
H 1.708 0.166 1.434
H -1.189 -1.094 -0.160
H -0.396 -0.346 -1.597
H -1.876 -2.053 2.261
H -2.640 -2.415 1.013
O -1.819 -2.113 1.284

---

Version C
16
Properties=species:S:1:pos:R:3 method="wB97M-V/def2-TZVPD" e_homo_ev=-15.0 gap_ev=11.916 spin_multiplicity=1 total_charge=+1
C 1.802 -0.771 -0.592
N 0.493 -0.270 -1.094
C -0.252 0.578 -0.358
N -1.546 0.963 -0.832
N 0.290 1.417 0.640
H 1.893 -1.450 0.255
H 2.687 0.107 -0.295
H 2.359 -1.131 -1.554
H -0.001 -0.907 -1.769
H -2.265 0.259 -0.979
H -1.835 1.731 -0.295
H -0.317 2.007 1.206
H 1.134 1.388 1.089
H -1.143 -1.870 1.014
H -1.837 -0.970 2.217
O -1.464 -1.081 1.346

---

Most stable structure, least stable structure: version A, version B.

---

Version A
10
Properties=species:S:1:pos:R:3 method="wB97M-V/def2-TZVPD" smiles=FCc1nn[nH]n1 e_homo_ev=-10.7 gap_ev=11.465 spin_multiplicity=1
C 1.504 0.226 0.247
C 0.109 0.170 -0.009
H 1.936 1.209 0.684
H 1.466 -0.445 1.220
H -2.487 -1.396 -0.450
N -0.765 1.281 -0.288
N -1.909 0.718 -0.323
N -1.746 -0.623 -0.333
N -0.548 -1.026 -0.018
F 2.441 -0.115 -0.729

---

Version B
10
Properties=species:S:1:pos:R:3 method="wB97M-V/def2-TZVPD" e_homo_ev=-10.6 gap_ev=11.605 spin_multiplicity=1
C -1.055 1.263 0.666
C 0.078 -0.080 -0.298
N -0.261 1.163 -0.410
N -1.193 0.156 1.366
N -0.464 -0.811 0.661
N 1.163 -1.007 -1.240
F 2.397 -0.447 -0.697
H -1.559 2.132 1.044
H -0.247 -1.730 1.058
H 1.140 -0.640 -2.151

---

Most stable structure, least stable structure: version A, version B.

---

Version A
66
Properties=species:S:1:pos:R:3 method="wB97M-V/def2-TZVPD" e_homo_ev="-5.2 / -7.9" gap_ev="5.871 / 6.441" spin_multiplicity=5 s2=6.054
Os 0.268 0.430 -0.473
Si 0.457 -1.528 -1.831
P 0.735 1.487 -2.449
N -1.471 0.905 -0.653
H 1.341 1.721 0.310
C 1.019 3.276 -2.213
H 1.221 3.762 -3.179
H 1.875 3.417 -1.544
H 0.131 3.731 -1.756
C 2.205 1.014 -3.431
H 2.293 1.706 -4.280
H 2.112 -0.009 -3.814
H 3.110 1.089 -2.815
C -0.625 1.501 -3.681
H -0.316 2.076 -4.565
H -1.512 1.970 -3.239
H -0.880 0.481 -3.986
C 2.132 -2.402 -1.935
H 2.530 -2.611 -0.934
H 2.867 -1.822 -2.505
H 1.972 -3.362 -2.448
H -0.448 -2.510 -1.157
H 0.012 -1.411 -3.245
C -2.783 0.757 -0.904
C -5.084 1.466 -0.478
C -3.726 1.642 -0.287
C -3.296 -0.306 -1.722
C -4.664 -0.466 -1.888
C -5.560 0.415 -1.274
H -5.784 2.153 0.001
H -3.301 2.442 0.327
H -2.570 -0.981 -2.187
H -5.037 -1.286 -2.504
H -6.635 0.283 -1.413
C 3.136 0.598 0.258
O 2.143 -0.099 -0.178
C 3.202 1.332 1.542
H 4.172 1.859 1.569
H 3.206 0.637 2.400
H 2.440 2.105 1.716
C 4.465 0.207 -0.297
H 5.107 1.088 -0.401
H 4.378 -0.326 -1.254
H 4.938 -0.465 0.442
C -0.170 0.490 2.568
N -0.155 -0.532 1.457
C -1.511 -1.205 1.497
N -1.777 -1.841 2.801
C -1.734 -0.804 3.854
N -0.423 -0.128 3.884
C 0.612 -1.145 4.152
N 0.607 -2.197 3.118
C 0.866 -1.577 1.814
C -0.722 -2.834 3.088
H -0.971 1.218 2.367
H 0.803 1.000 2.619
H -1.560 -1.977 0.717
H -2.289 -0.447 1.341
H -1.900 -1.286 4.827
H -2.516 -0.058 3.656
H 1.599 -0.662 4.169
H 0.400 -1.613 5.123
H 0.851 -2.367 1.046
H 1.863 -1.117 1.874
H -0.916 -3.276 4.074
H -0.732 -3.607 2.308

---

Version B
66
Properties=species:S:1:pos:R:3 method="wB97M-V/def2-TZVPD" e_homo_ev="-4.5 / -7.8" gap_ev="5.116 / 6.401" spin_multiplicity=5 s2=6.052
Os 0.047 -0.075 -0.084
Si 0.249 -2.090 -1.419
P 0.493 0.999 -2.044
N -1.722 0.237 -0.324
H 0.520 1.396 0.596
C 0.799 2.792 -1.915
H 0.954 3.200 -2.923
H 1.693 2.968 -1.307
H -0.062 3.287 -1.453
C 1.942 0.480 -3.015
H 2.012 1.155 -3.879
H 1.832 -0.549 -3.368
H 2.847 0.576 -2.404
C -0.884 0.988 -3.246
H -0.572 1.561 -4.129
H -1.760 1.465 -2.798
H -1.133 -0.034 -3.542
C 1.909 -2.979 -1.528
H 2.279 -3.208 -0.518
H 2.650 -2.389 -2.085
H 1.739 -3.928 -2.058
H -0.637 -3.072 -0.729
H -0.262 -1.978 -2.810
C -3.028 0.099 -0.546
C -5.306 0.852 -0.099
C -3.945 0.994 0.093
C -3.565 -0.974 -1.334
C -4.934 -1.094 -1.504
C -5.807 -0.177 -0.909
H -5.988 1.545 0.391
H -3.502 1.768 0.726
H -2.855 -1.687 -1.771
H -5.333 -1.914 -2.105
H -6.888 -0.264 -1.069
C 3.052 -0.044 0.706
O 1.983 -0.307 0.077
C 3.080 0.605 2.032
H 4.057 1.106 2.125
H 3.045 -0.150 2.837
H 2.297 1.362 2.168
C 4.372 -0.473 0.180
H 5.005 0.418 0.062
H 4.324 -1.035 -0.761
H 4.855 -1.090 0.954
C -0.390 -0.053 2.934
N -0.386 -1.074 1.820
C -1.755 -1.742 1.878
N -2.000 -2.381 3.179
C -1.935 -1.347 4.237
N -0.626 -0.667 4.249
C 0.414 -1.685 4.502
N 0.400 -2.738 3.467
C 0.645 -2.123 2.163
C -0.937 -3.369 3.454
H -1.199 0.664 2.734
H 0.583 0.460 2.960
H -1.822 -2.503 1.090
H -2.523 -0.970 1.745
H -2.081 -1.837 5.208
H -2.725 -0.603 4.063
H 1.399 -1.201 4.509
H 0.207 -2.151 5.475
H 0.625 -2.911 1.396
H 1.637 -1.648 2.195
H -1.122 -3.807 4.443
H -0.959 -4.148 2.680

---

Most stable structure, least stable structure: version B, version A.

---

Version A
70
Properties=species:S:1:pos:R:3 method="wB97M-V/def2-TZVPD" smiles="CCCCCCCCCCCCC[C@H]1OC(=O)O[C@H]1O.c1cc[nH]c1.c1cc[nH]c1" e_homo_ev=-7.9 gap_ev=8.308 spin_multiplicity=1
C 3.146 -3.701 2.939
C 3.305 -3.579 1.409
C 3.690 -2.162 0.923
C 2.587 -1.488 0.066
C 2.750 -1.717 -1.450
C 2.675 -0.450 -2.325
C 1.619 0.599 -1.900
C 2.252 1.996 -1.700
C 2.650 2.307 -0.250
C 1.523 2.171 0.787
C 0.130 2.618 0.326
C -0.910 1.984 1.293
C -1.170 0.511 0.949
C -2.252 0.337 -0.094
O -2.025 -0.813 -0.929
C -2.957 -1.729 -0.699
O -2.848 -2.870 -0.773
O -4.093 -1.074 -0.319
C -3.687 0.100 0.402
O -3.865 -0.189 1.758
H 3.477 -2.816 3.480
H 3.729 -4.539 3.311
H 2.116 -3.890 3.235
H 4.100 -4.265 1.115
H 2.392 -3.928 0.930
H 3.791 -1.551 1.817
H 4.614 -2.174 0.349
H 1.653 -1.973 0.360
H 2.525 -0.441 0.343
H 3.750 -2.135 -1.592
H 2.072 -2.486 -1.811
H 2.389 -0.786 -3.323
H 3.654 0.001 -2.461
H 1.019 0.293 -1.049
H 0.923 0.728 -2.729
H 1.539 2.765 -1.998
H 3.115 2.088 -2.351
H 3.089 3.303 -0.214
H 3.458 1.621 0.027
H 1.793 2.821 1.622
H 1.466 1.172 1.214
H -0.136 2.270 -0.669
H 0.023 3.693 0.455
H -0.447 1.985 2.275
H -1.857 2.520 1.282
H -0.263 -0.032 0.702
H -1.537 0.041 1.865
H -2.223 1.188 -0.776
H -4.386 0.905 0.209
H -3.501 -1.068 1.938
N -2.834 -3.917 -3.472
C -4.143 -4.146 -3.790
C -4.189 -4.622 -5.075
C -2.852 -4.686 -5.549
C -2.041 -4.246 -4.535
H -2.509 -3.560 -2.587
H -4.927 -3.952 -3.077
H -5.082 -4.894 -5.615
H -2.524 -5.017 -6.521
H -0.971 -4.140 -4.480
N -0.385 6.038 3.214
C -1.611 6.602 3.443
C -2.416 5.645 4.000
C -1.645 4.457 4.116
C -0.397 4.733 3.625
H 0.402 6.510 2.807
H -1.803 7.631 3.190
H -3.444 5.780 4.293
H -1.970 3.510 4.514
H 0.481 4.116 3.532

---

Version B
70
Properties=species:S:1:pos:R:3 method="wB97M-V/def2-TZVPD" smiles=C[C@H]1CCCCN1C[C@H](O)COc1ccc(OC[C@H](O)CN2CCCC[C@@H]2C)cc1 e_homo_ev=-7.9 gap_ev=8.523 spin_multiplicity=1
C 6.576 2.295 1.272
H 6.866 2.311 2.320
H 6.498 3.320 0.925
H 7.357 1.796 0.703
C 5.257 1.537 1.115
N 4.982 1.285 -0.299
C 4.158 0.107 -0.531
H 3.379 -0.041 0.228
C 5.076 -1.126 -0.585
O 6.130 -0.888 -1.485
H 6.349 0.052 -1.382
C 4.349 -2.399 -1.042
H 3.899 -2.240 -2.026
O 3.424 -2.859 -0.086
C 2.131 -2.410 -0.078
C 1.478 -1.756 -1.118
C 0.150 -1.400 -0.990
C -0.568 -1.685 0.169
C 0.084 -2.335 1.212
C 1.413 -2.690 1.082
H 1.921 -3.201 1.885
H -0.430 -2.569 2.131
O -1.870 -1.280 0.183
C -2.682 -1.664 1.268
C -4.150 -1.358 0.943
O -4.620 -2.289 0.006
H -5.242 -1.796 -0.558
C -4.321 0.084 0.407
N -5.514 0.161 -0.420
C -5.287 0.742 -1.733
C -5.103 2.263 -1.691
C -6.325 2.908 -1.040
C -6.579 2.278 0.328
H -7.496 2.680 0.763
H -5.755 2.520 1.002
C -6.703 0.753 0.190
C -7.060 0.094 1.518
H -8.041 0.437 1.839
H -6.342 0.346 2.293
H -7.092 -0.987 1.404
H -7.521 0.546 -0.515
H -6.176 3.985 -0.938
H -7.198 2.749 -1.678
H -4.964 2.645 -2.703
H -4.209 2.503 -1.112
H -4.414 0.262 -2.180
H -6.158 0.502 -2.354
H -3.446 0.302 -0.207
H -4.328 0.784 1.249
H -4.716 -1.483 1.883
H -2.387 -1.120 2.178
H -2.598 -2.743 1.447
H -0.359 -0.897 -1.798
H 1.984 -1.524 -2.041
H 5.096 -3.192 -1.136
H 5.483 -1.319 0.422
H 3.674 0.214 -1.504
C 4.536 2.477 -1.000
H 4.331 2.207 -2.039
H 5.366 3.190 -1.003
C 3.309 3.134 -0.364
C 3.630 3.494 1.083
C 4.091 2.245 1.830
H 4.398 2.501 2.845
H 3.250 1.550 1.903
H 4.415 4.253 1.103
H 2.751 3.914 1.575
H 3.033 4.026 -0.930
H 2.466 2.438 -0.393
H 5.393 0.556 1.585

---

Most stable structure, least stable structure: version B, version A.

---

Version A
15
Properties=species:S:1:pos:R:3 method="wB97M-V/def2-TZVPD" smiles="C[C@H]1SCSNC1=S" e_homo_ev=-8.3 gap_ev=8.418 spin_multiplicity=1
C -0.785 1.349 0.773
C -0.545 0.630 -0.568
C 1.842 -0.179 0.080
C -0.914 -0.873 -0.609
H -1.848 1.350 0.928
H -0.428 2.453 0.625
H -0.280 0.858 1.583
H -1.371 1.156 -1.170
H 1.544 0.110 1.127
H 3.008 -0.049 0.237
H -0.442 -2.806 -0.500
N -0.024 -1.836 -0.503
S 1.115 0.865 -1.273
S 1.712 -1.919 -0.181
S -2.586 -1.109 -0.548

---

Version B
15
Properties=species:S:1:pos:R:3 method="wB97M-V/def2-TZVPD" smiles="S=CNSC[C@H]1CS1" e_homo_ev=-8.6 gap_ev=8.993 spin_multiplicity=1
C -1.620 1.372 -2.077
C 0.017 0.560 0.986
C 1.219 -0.366 1.050
C 1.134 -1.819 1.191
H -2.238 2.013 -1.437
H -0.576 -0.360 -1.930
H -0.286 0.693 2.032
H 0.293 1.539 0.587
H 1.977 0.065 1.685
H 1.890 -2.297 1.817
H 0.146 -2.237 1.327
N -1.130 0.307 -1.381
S -1.212 1.824 -3.628
S -1.437 -0.086 0.209
S 1.821 -1.208 -0.432

---

Version C
15
Properties=species:S:1:pos:R:3 method="wB97M-V/def2-TZVPD" smiles="C[C@@H]1CSC(=S)NS1" e_homo_ev=-8.5 gap_ev=8.761 spin_multiplicity=1
C 1.079 -0.004 1.281
C 1.102 -0.014 -0.231
C 0.447 1.199 -0.859
C -2.038 -0.289 -0.351
H 1.325 1.018 1.711
H 0.014 -0.223 1.542
H 1.799 -0.742 1.701
H 2.119 -0.039 -0.603
H 0.973 2.130 -0.500
H 0.653 1.139 -1.970
H -1.634 -2.199 0.007
N -1.199 -1.357 -0.273
S -1.365 1.339 -0.561
S -3.630 -0.426 -0.005
S 0.355 -1.533 -0.888

---

Most stable structure, least stable structure: version C, version A.

---

Version A
7
Properties=species:S:1:pos:R:3 method="wB97M-V/def2-TZVPD" smiles="O=CNO" e_homo_ev=-9.8 gap_ev=10.398 spin_multiplicity=1
C -0.695 -0.236 -0.479
H 0.281 0.755 0.986
H 1.007 -0.615 -1.491
H -1.186 -0.792 -1.384
N 0.601 -0.017 -0.665
O 1.232 0.431 0.488
O -1.249 -0.158 0.688

---

Version B
7
Properties=species:S:1:pos:R:3 method="wB97M-V/def2-TZVPD" e_homo_ev="-9.2 / -10.6" gap_ev="7.623 / 9.225" spin_multiplicity=1
C -1.352 -0.409 -0.699
N 1.053 -0.288 1.149
O 2.686 1.301 0.676
O 1.559 0.682 0.680
H -1.622 -1.461 -0.463
H -1.981 0.390 -0.289
H -0.343 -0.214 -1.053

---

Most stable structure, least stable structure: version A, version B.

---

Version A
14
Properties=species:S:1:pos:R:3 method="wB97M-V/def2-TZVPD" smiles="C=Nn1cc(O)nc1O" e_homo_ev=-8.4 gap_ev=9.027 spin_multiplicity=1
C 0.285 1.349 -0.939
C -0.827 0.562 -0.944
C -1.345 -1.887 1.490
C 0.755 -0.234 0.407
H 0.132 2.589 -2.341
H -1.794 0.653 -1.403
H -2.211 -2.526 1.743
H -0.509 -1.681 2.164
H 1.148 -2.041 0.724
N -0.560 -0.430 0.011
N -1.474 -1.327 0.374
N 1.292 0.814 -0.156
O 0.536 2.575 -1.468
O 1.367 -1.217 1.145

---

Version B
14
Properties=species:S:1:pos:R:3 method="wB97M-V/def2-TZVPD" smiles="c1cn[nH]n1.O=C1CO1" e_homo_ev=-10.2 gap_ev=10.989 spin_multiplicity=1
C 2.640 0.546 0.112
C 1.673 -0.490 0.061
C -2.526 -0.020 -0.164
C -1.843 -1.260 -0.015
N 1.973 1.683 0.069
N 0.733 1.355 0.046
N 0.438 0.079 0.022
O -3.330 -1.053 -0.050
O -2.463 1.160 -0.202
H 3.684 0.455 0.250
H 1.824 -1.572 -0.255
H -1.440 -1.204 0.973
H -1.441 -1.751 -0.921
H 0.078 2.072 0.075

---

Version C
14
Properties=species:S:1:pos:R:3 method="wB97M-V/def2-TZVPD" smiles="Cc1[nH]cnc1[N+](=O)[O-]" e_homo_ev="-8.8 / -8.8" gap_ev="8.414 / 8.414" spin_multiplicity=1
C -0.990 2.158 -0.036
C -0.620 -0.028 0.233
C -2.207 0.441 0.065
C 0.237 -1.251 0.187
N -2.219 1.771 -0.079
N -0.051 1.185 0.229
N -3.217 -0.444 -0.107
O -4.428 -0.070 -0.025
O -2.880 -1.561 -0.418
H -0.783 3.166 0.090
H 1.186 -0.782 0.120
H 0.090 -1.922 1.093
H 0.114 -1.956 -0.668
H 0.984 1.480 0.238

---

Most stable structure, least stable structure: version A, version C.

---

Version A
6
Properties=species:S:1:pos:R:3 method="wB97M-V/def2-TZVPD" smiles="C=CF" e_homo_ev=-10.1 gap_ev=11.361 spin_multiplicity=1
C 0.016 0.436 0.001
C 1.178 -0.197 0.000
H -0.123 1.510 0.004
H 2.096 0.370 -0.007
H 1.221 -1.286 0.005
F -1.151 -0.225 -0.001

---

Version B
6
Properties=species:S:1:pos:R:3 method="wB97M-V/def2-TZVPD" smiles="C=CF" e_homo_ev=-10.5 gap_ev=11.611 spin_multiplicity=1
C -0.603 0.209 0.007
C 0.536 -0.338 -0.057
H -0.600 1.275 -0.064
H 1.379 0.539 0.072
H 1.131 -1.356 0.055
F -1.844 -0.329 -0.014

---

Version C
6
Properties=species:S:1:pos:R:3 method="wB97M-V/def2-TZVPD" smiles="C=CF" e_homo_ev=-10.0 gap_ev=11.202 spin_multiplicity=1
C 0.524 0.384 -0.018
C -0.595 -0.392 -0.062
H 0.442 1.430 -0.109
H -1.516 0.346 0.204
H -0.574 -1.443 -0.012
F 1.719 -0.324 -0.003

---

Most stable structure, least stable structure: version A, version B.